39
Properties=species:S:1:pos:R:3:forces:R:3 method="wB97M-V/def2-TZVPD" e_above_lowest_kcal_mol=0.00 s_squared=0.76 orbital_gap_ev="8.39 / 8.28" multiplicity=2 lumo_ev="4.878 / 4.619" e_homo_ha="-0.129 / -0.135" charge=-2 e_tot_ev=-62714.88945
Hg 0.5083 -0.0057 -0.6989 0.5148 -0.4824 -0.0130
O 1.0820 3.7808 1.2166 0.0294 -0.0251 -0.0067
Cl 1.5995 2.4054 1.1025 -0.0845 0.0206 0.1277
O 2.2570 2.0472 2.3639 -0.0254 0.0059 -0.0271
O 2.3287 0.4778 -1.5724 0.7076 0.3713 -0.4283
O 0.3654 1.5115 0.9902 0.1588 0.3667 0.4274
C -2.6949 4.3606 3.0223 0.0028 -0.0900 -0.0753
C -2.7350 3.4295 1.8366 -0.0485 0.0660 0.0276
C -1.9770 3.6909 0.7017 -0.0685 0.0361 -0.0395
C -1.9764 2.8084 -0.3657 -0.1017 -0.0163 0.0164
C -2.7273 1.6456 -0.2968 0.0091 0.0307 -0.0270
C -3.5031 1.3769 0.8194 0.0221 -0.0312 0.0211
C -3.5097 2.2734 1.8767 0.0226 0.0011 -0.0448
S -2.6717 0.4936 -1.6507 -0.2068 0.1182 -0.0860
O -3.3739 1.1274 -2.7500 0.0958 -0.0244 -0.0231
O -3.2494 -0.7405 -1.1701 0.0481 -0.0240 0.0362
O -1.2136 0.3871 -1.9571 -0.7444 0.0641 -0.4154
H -1.9943 5.1761 2.8467 -0.0021 0.0090 0.0236
H -2.3697 3.8229 3.9151 0.0156 0.0322 0.0142
H -3.6818 4.7837 3.2284 0.0022 0.0212 0.0085
H -1.3357 4.5626 0.6732 -0.0047 -0.0414 0.0119
H -1.3670 2.9935 -1.2408 0.0447 0.0188 0.0395
H -4.0671 0.4540 0.8506 0.0080 0.0050 0.0264
H -4.1053 2.0596 2.7587 0.0168 -0.0157 0.0166
O 2.1105 -5.7978 -0.1020 -0.8614 0.2561 0.5380
C 2.6155 -4.7607 -0.7692 0.1744 0.4477 -0.3342
C 3.7652 -4.9460 -1.5476 -0.0180 0.0010 0.0053
C 4.3152 -3.8976 -2.2678 -0.0638 -0.0933 0.1000
C 3.7368 -2.6289 -2.2382 0.0659 0.1466 -0.1208
C 2.6185 -2.4958 -1.4591 0.1108 -0.2840 0.0176
C 2.0169 -3.4732 -0.7133 -0.0805 -0.1687 0.1532
C 0.7989 -3.2077 0.1549 -0.0337 -0.2477 -0.0207
O 0.2782 -4.2003 0.7306 0.4866 -0.2382 -0.1911
O 0.3923 -2.0342 0.2648 -0.3594 -0.0851 0.2980
H 1.2741 -5.3917 0.3580 0.4087 -0.1625 -0.2169
H 4.2111 -5.9326 -1.5727 -0.0083 -0.0106 0.0088
H 5.2077 -4.0682 -2.8602 0.0065 0.0027 -0.0154
H 4.1612 -1.8067 -2.8013 -0.0320 0.0031 -0.0080
H 2.9098 -0.2812 -1.6768 -0.2076 0.0166 0.1752